{
  "formula": "C37H29N11O2SY",
  "method": "ωB97M-V with the def2-TZVPD basis set",
  "e_above_lowest_ev": 0.686,
  "orbital_gap_ev": 7.53,
  "energy_ev": -71205.740,
  "e_homo_ev": -10.473,
  "total_charge": 1,
  "mol_weight_g_mol": 780.69,
  "elements": ["Y", "C", "C", "C", "C", "N", "C", "N", "C", "N", "C", "N", "C", "C", "C", "C", "C", "N", "C", "C", "C", "C", "C", "C", "H", "H", "H", "H", "H", "H", "H", "H", "H", "H", "H", "H", "N", "C", "C", "C", "C", "C", "C", "C", "C", "N", "C", "H", "H", "H", "H", "H", "H", "H", "H", "N", "C", "C", "C", "C", "C", "C", "S", "O", "O", "N", "C", "N", "C", "C", "C", "N", "H", "H", "H", "H", "H", "H", "H", "H", "H"],
  "positions_angstrom": [[-0.182, -0.220, -0.430], [-2.303, -1.655, 3.454], [-1.622, -2.794, 3.872], [-0.796, -3.422, 2.977], [-0.629, -2.913, 1.679], [-1.214, -1.753, 1.300], [-2.065, -1.190, 2.186], [0.088, -3.738, 0.834], [0.383, -3.503, -0.391], [0.325, -2.324, -1.108], [0.739, -2.599, -2.396], [0.858, -1.798, -3.396], [0.306, -0.543, -3.514], [0.720, 0.220, -4.615], [0.039, 1.363, -4.950], [-1.077, 1.739, -4.198], [-1.383, 1.002, -3.087], [-0.679, -0.092, -2.699], [1.091, -4.030, -2.513], [1.512, -4.784, -3.589], [1.722, -6.141, -3.368], [1.506, -6.708, -2.111], [1.073, -5.935, -1.038], [0.877, -4.590, -1.272], [-2.998, -1.129, 4.096], [-1.762, -3.192, 4.870], [-0.280, -4.343, 3.213], [-2.573, -0.307, 1.842], [1.543, -0.156, -5.207], [0.340, 1.946, -5.811], [-1.682, 2.596, -4.464], [-2.218, 1.274, -2.457], [1.668, -4.335, -4.561], [2.053, -6.771, -4.184], [1.674, -7.768, -1.972], [0.891, -6.362, -0.061], [2.516, -0.580, -0.396], [3.343, 0.298, -1.159], [4.640, 0.009, -1.464], [5.425, 0.907, -2.218], [4.899, 2.097, -2.626], [3.551, 2.414, -2.331], [2.950, 3.630, -2.728], [1.647, 3.861, -2.417], [0.917, 2.863, -1.742], [1.425, 1.710, -1.367], [2.754, 1.496, -1.622], [2.925, -1.506, -0.369], [2.426, -0.246, 0.562], [5.078, -0.918, -1.111], [6.451, 0.653, -2.448], [5.496, 2.810, -3.181], [3.538, 4.363, -3.269], [1.150, 4.782, -2.688], [-0.124, 3.037, -1.513], [-5.218, 3.815, 5.015], [-4.520, 3.405, 3.914], [-3.449, 4.175, 3.424], [-2.723, 3.748, 2.340], [-3.054, 2.540, 1.726], [-4.117, 1.773, 2.181], [-4.851, 2.206, 3.266], [-2.069, 2.014, 0.413], [-1.987, 3.082, -0.546], [-2.552, 0.730, -0.139], [-0.555, 1.627, 0.862], [-0.147, 1.174, 2.096], [0.842, 0.247, 2.007], [1.279, -0.267, 3.158], [0.796, 0.121, 4.385], [-0.196, 1.090, 4.361], [-0.670, 1.613, 3.240], [-5.080, 4.740, 5.377], [-6.072, 3.353, 5.265], [-3.205, 5.115, 3.906], [-1.899, 4.341, 1.962], [-4.396, 0.863, 1.665], [-5.701, 1.628, 3.612], [2.056, -1.022, 3.080], [1.172, -0.302, 5.305], [-0.635, 1.464, 5.282]],
  "forces_ev_per_a": [[0.62, -0.38, -0.01], [-0.04, 0.03, 0.04], [0.01, -0.04, 0.07], [0.03, -0.10, 0.01], [0.04, 0.03, -0.18], [0.06, -0.30, 0.13], [0.10, 0.05, -0.10], [-0.13, 0.02, 0.21], [0.03, 0.01, -0.18], [-0.28, -0.87, -0.25], [-0.01, 0.14, 0.11], [0.02, 0.19, -0.12], [-0.11, -0.14, 0.08], [0.03, 0.00, -0.12], [0.01, 0.02, -0.04], [0.01, 0.09, -0.09], [0.04, -0.19, 0.06], [-0.07, 0.05, -0.61], [0.05, 0.12, -0.04], [0.06, -0.02, -0.10], [0.00, -0.01, 0.00], [-0.01, 0.02, 0.04], [0.03, -0.11, 0.02], [0.01, 0.10, 0.17], [0.03, -0.03, -0.03], [0.02, 0.00, -0.04], [-0.02, 0.02, 0.00], [-0.02, 0.06, -0.05], [-0.02, 0.01, 0.00], [0.00, -0.02, 0.02], [0.03, -0.03, 0.02], [0.01, 0.01, 0.08], [-0.01, 0.00, 0.04], [-0.01, 0.01, 0.03], [0.00, 0.02, -0.01], [0.00, 0.00, -0.03], [-0.20, 0.16, 0.07], [-0.07, -0.14, 0.02], [0.16, -0.06, -0.04], [0.00, -0.02, 0.01], [-0.03, 0.04, -0.01], [0.07, 0.05, -0.06], [0.06, 0.03, -0.04], [-0.05, 0.05, -0.02], [-0.01, -0.02, -0.01], [0.10, -0.04, 0.04], [-0.12, -0.03, -0.05], [-0.12, -0.09, 0.00], [0.11, 0.04, 0.03], [-0.01, 0.03, -0.01], [-0.03, 0.01, 0.01], [-0.02, -0.02, 0.01], [0.00, -0.02, 0.01], [0.01, -0.02, 0.01], [-0.06, 0.01, 0.04], [0.11, -0.06, -0.06], [-0.06, 0.03, 0.04], [-0.03, 0.03, 0.02], [-0.09, -0.04, -0.03], [-0.09, -0.19, 0.13], [-0.04, 0.06, -0.01], [-0.06, 0.00, 0.05], [0.57, 0.22, 0.04], [0.04, 0.04, -0.04], [0.08, -0.04, -0.12], [-0.62, 0.74, 1.01], [0.08, 0.27, -0.02], [-0.38, 0.22, 0.03], [0.26, -0.15, -0.22], [-0.01, 0.03, 0.07], [-0.08, 0.07, -0.03], [0.02, 0.07, 0.00], [-0.02, 0.03, -0.01], [-0.03, 0.01, -0.01], [0.00, -0.05, -0.02], [-0.03, -0.03, 0.04], [0.04, 0.01, 0.02], [0.06, 0.02, -0.01], [-0.03, 0.00, -0.01], [-0.02, 0.02, -0.03], [0.02, -0.01, -0.02]],
  "mulliken_charge": [0.59, -0.84, -0.66, -0.49, 0.35, -0.09, -0.53, -0.48, -0.21, 0.32, -0.07, -0.49, 0.63, -0.55, -0.36, -0.96, -0.09, -0.41, 0.14, -0.12, -0.65, -0.65, -0.07, -0.06, 0.58, 0.45, 0.53, 0.74, 0.53, 0.46, 0.47, 0.70, 0.54, 0.41, 0.41, 0.54, -0.07, 0.22, -0.44, -0.83, -0.89, 0.50, -0.81, -1.32, -0.22, 0.87, -0.15, 0.23, 0.37, 0.45, 0.40, 0.43, 0.45, 0.49, 0.64, -0.48, 1.16, -0.91, -0.63, -0.41, -0.20, -1.13, 2.10, -0.72, -0.77, -0.12, 0.10, 0.09, 0.03, -0.95, -0.39, -0.22, 0.20, 0.21, 0.31, 0.48, 0.64, 0.33, 0.45, 0.45, 0.45]
}

=====

{
  "formula": "C35H48B2N8O3RhTe",
  "method": "ωB97M-V with the def2-TZVPD basis set",
  "e_above_lowest_ev": 0.187,
  "orbital_gap_ev": [5.67, 5.67],
  "energy_ev": -66800.207,
  "e_homo_ev": [-3.224, -3.223],
  "total_charge": -1,
  "mol_weight_g_mol": 880.95,
  "elements": ["Rh", "C", "C", "C", "C", "C", "N", "N", "B", "N", "N", "C", "C", "C", "C", "C", "N", "N", "C", "C", "C", "C", "C", "H", "H", "H", "H", "H", "H", "H", "H", "H", "H", "H", "H", "H", "H", "H", "H", "H", "H", "H", "H", "H", "H", "C", "C", "N", "C", "C", "C", "O", "C", "C", "C", "C", "N", "C", "H", "H", "H", "H", "H", "H", "H", "H", "H", "H", "H", "H", "H", "H", "C", "C", "C", "C", "C", "C", "C", "C", "O", "B", "O", "C", "C", "H", "H", "H", "H", "H", "H", "H", "H", "H", "H", "H", "H", "Te"],
  "positions_angstrom": [[-0.283, -0.560, 0.057], [-1.640, -2.766, -2.879], [-0.400, -1.972, -3.123], [0.590, -2.114, -4.118], [1.491, -1.094, -3.873], [2.754, -0.740, -4.583], [1.052, -0.419, -2.790], [-0.102, -0.946, -2.346], [1.512, 0.906, -2.139], [0.305, 1.779, -1.724], [-0.604, 1.458, -0.746], [-1.506, 2.424, -0.716], [-2.631, 2.406, 0.259], [-1.202, 3.396, -1.684], [-0.054, 2.950, -2.294], [0.719, 3.588, -3.400], [2.388, 0.641, -0.895], [1.742, 0.362, 0.269], [2.617, 0.523, 1.250], [2.228, 0.354, 2.675], [3.861, 0.912, 0.721], [3.662, 1.002, -0.641], [4.621, 1.403, -1.711], [-2.395, -2.567, -3.642], [-2.054, -2.500, -1.905], [-1.437, -3.839, -2.892], [0.649, -2.855, -4.899], [2.874, -1.372, -5.463], [3.628, -0.889, -3.945], [2.760, 0.303, -4.904], [2.180, 1.500, -2.941], [-2.540, 1.552, 0.926], [-3.594, 2.331, -0.251], [-2.641, 3.324, 0.851], [-1.742, 4.302, -1.900], [0.222, 4.510, -3.701], [0.791, 2.937, -4.271], [1.737, 3.833, -3.093], [1.145, 0.315, 2.741], [2.584, 1.196, 3.272], [2.640, -0.559, 3.111], [4.769, 1.124, 1.261], [5.591, 1.622, -1.265], [4.280, 2.290, -2.247], [4.758, 0.613, -2.451], [-1.000, -5.687, 3.436], [-1.898, -5.176, 2.325], [-1.746, -5.964, 1.085], [-2.621, -7.135, 1.024], [-4.015, -6.749, 0.558], [-0.532, -6.061, 0.464], [-0.111, -7.082, -0.063], [0.313, -4.797, 0.354], [1.689, -4.941, 0.269], [2.466, -3.804, 0.127], [1.834, -2.573, 0.077], [0.502, -2.427, 0.130], [-0.252, -3.532, 0.252], [-1.193, -5.138, 4.359], [0.051, -5.531, 3.183], [-1.150, -6.752, 3.631], [-1.730, -4.120, 2.154], [-2.950, -5.252, 2.600], [-2.654, -7.608, 2.012], [-2.169, -7.855, 0.346], [-4.453, -5.974, 1.189], [-4.680, -7.614, 0.578], [-3.981, -6.361, -0.460], [2.121, -5.933, 0.311], [3.542, -3.860, 0.056], [2.398, -1.660, -0.012], [-1.318, -3.352, 0.236], [2.136, 1.017, 7.753], [1.582, -0.404, 7.924], [0.343, -0.353, 8.827], [2.651, -1.241, 8.627], [1.200, -0.976, 6.558], [1.692, -2.188, 6.092], [1.315, -2.714, 4.845], [0.430, -1.990, 4.085], [-0.045, -2.256, 2.849], [-0.936, -1.147, 2.483], [-0.911, -0.247, 3.618], [-0.078, -0.770, 4.540], [0.286, -0.258, 5.761], [2.431, 1.433, 8.721], [1.398, 1.689, 7.316], [3.011, 1.015, 7.100], [0.606, 0.048, 9.811], [-0.079, -1.350, 8.963], [-0.434, 0.281, 8.399], [2.895, -0.786, 9.590], [3.570, -1.296, 8.040], [2.309, -2.259, 8.819], [2.399, -2.748, 6.687], [1.725, -3.649, 4.486], [-0.117, 0.694, 6.082], [-2.632, -1.242, 1.148]],
  "forces_ev_per_a": [[0.58, 0.81, 0.15], [-0.01, -0.08, 0.00], [0.09, -0.06, -0.04], [0.05, 0.08, 0.06], [0.08, -0.04, 0.02], [0.05, -0.03, -0.05], [-0.32, 0.33, -0.11], [-0.27, -0.16, 0.17], [0.26, -0.23, -0.18], [-0.28, 0.04, 0.03], [0.05, -0.31, 0.11], [-0.07, -0.10, 0.20], [-0.02, 0.14, 0.04], [0.03, 0.01, 0.00], [0.13, -0.07, -0.09], [-0.01, 0.07, -0.05], [-0.18, 0.34, 0.29], [0.03, -0.16, -0.18], [0.02, 0.10, 0.11], [0.05, -0.06, 0.02], [-0.06, 0.03, -0.05], [0.05, -0.15, -0.10], [0.07, 0.05, -0.01], [0.00, 0.02, 0.01], [-0.02, 0.04, -0.02], [0.03, 0.00, 0.01], [-0.01, 0.00, -0.02], [-0.01, 0.00, 0.00], [-0.01, 0.00, 0.01], [-0.02, 0.01, 0.01], [0.00, 0.06, 0.02], [0.00, 0.03, 0.00], [0.01, -0.03, -0.02], [0.02, 0.02, -0.02], [-0.01, 0.01, 0.00], [-0.01, 0.00, 0.02], [-0.01, -0.01, 0.00], [0.00, 0.00, 0.02], [0.04, 0.06, -0.06], [0.01, -0.01, 0.00], [-0.02, 0.00, -0.02], [0.00, 0.01, 0.01], [0.00, 0.00, 0.00], [-0.02, 0.00, 0.02], [-0.02, -0.02, 0.01], [0.05, 0.03, 0.17], [-0.08, 0.02, -0.22], [0.06, -0.20, 0.20], [0.10, 0.01, 0.00], [-0.05, 0.00, -0.01], [0.42, 0.59, -0.29], [-0.17, -0.02, -0.02], [-0.50, -0.47, 0.15], [0.03, 0.13, 0.08], [-0.26, -0.12, 0.00], [-0.07, -0.08, -0.06], [-0.04, -0.50, 0.58], [0.54, -0.03, -0.32], [-0.01, 0.00, 0.00], [0.01, 0.01, -0.04], [-0.02, 0.01, -0.02], [0.10, 0.12, -0.07], [0.02, -0.03, 0.06], [-0.06, 0.00, 0.00], [-0.02, 0.03, -0.01], [0.01, -0.01, 0.01], [0.01, -0.01, 0.00], [0.01, 0.00, -0.01], [-0.01, 0.00, -0.01], [0.02, 0.04, 0.01], [0.08, -0.08, -0.03], [0.00, -0.15, 0.12], [0.03, 0.03, 0.02], [0.06, 0.05, -0.05], [-0.02, -0.01, 0.01], [0.02, -0.03, 0.03], [-0.12, -0.05, 0.04], [-0.02, 0.06, -0.11], [0.03, 0.03, 0.02], [0.00, 0.03, -0.02], [-0.32, 0.14, 0.01], [0.22, 0.02, -0.36], [0.03, 0.17, -0.22], [-0.02, -0.28, 0.11], [0.05, 0.06, 0.00], [-0.01, -0.02, 0.01], [-0.01, 0.00, -0.01], [0.00, -0.02, 0.00], [-0.01, 0.01, 0.00], [0.02, -0.01, 0.00], [0.00, 0.01, -0.02], [0.00, 0.01, 0.00], [-0.01, 0.01, -0.02], [-0.02, 0.00, 0.00], [-0.01, -0.03, 0.00], [-0.01, -0.01, -0.01], [-0.03, 0.00, 0.00], [-0.29, -0.19, 0.00]],
  "mulliken_charge": [0.20, -1.29, 0.76, -1.49, 0.87, -1.29, 1.29, -0.41, -0.35, 0.41, -0.20, 0.22, -0.98, -1.44, 1.01, -1.45, 1.14, -0.04, 0.75, -1.22, -1.70, 0.93, -1.31, 0.35, 0.12, 0.29, 0.45, 0.39, 0.13, 0.24, -0.24, -0.08, 0.22, 0.31, 0.44, 0.34, 0.27, 0.23, -0.03, 0.47, 0.23, 0.48, 0.38, 0.21, 0.13, -1.04, 0.15, 0.54, -0.69, -1.16, 0.04, -0.72, -0.18, -0.59, -1.54, -0.29, 1.26, -0.75, 0.42, 0.08, 0.39, -0.66, 0.47, 0.29, 0.46, 0.30, 0.42, 0.27, 0.47, 0.52, 0.30, 0.60, -1.66, 2.14, -1.67, -2.19, 0.48, -0.09, -1.61, 0.56, -0.44, 1.88, -0.75, -0.13, -1.02, 0.45, 0.32, 0.36, 0.46, 0.36, 0.33, 0.43, 0.42, 0.40, 0.41, 0.50, 0.42, -0.52]
}

=====

{
  "formula": "C7H9N4",
  "method": "ωB97M-V with the def2-TZVPD basis set",
  "e_above_lowest_ev": 6.571,
  "orbital_gap_ev": 9.45,
  "energy_ev": -13352.507,
  "e_homo_ev": -13.688,
  "total_charge": 1,
  "mol_weight_g_mol": 149.18,
  "elements": ["C", "C", "C", "C", "C", "C", "C", "N", "N", "N", "N", "H", "H", "H", "H", "H", "H", "H", "H", "H"],
  "positions_angstrom": [[3.964, -0.288, 0.030], [2.001, 1.157, -0.398], [1.679, -0.981, 0.553], [2.556, -0.122, 0.095], [-1.593, -1.249, -0.438], [-1.712, -0.042, -1.273], [-2.046, 0.702, 1.100], [5.099, -0.397, -0.006], [0.738, 1.269, -0.300], [0.133, 0.308, 0.338], [-1.196, 0.051, 0.099], [2.615, 1.949, -0.782], [1.445, -1.878, 1.064], [-2.472, -1.700, 0.005], [-0.787, -1.945, -0.637], [-0.994, 0.137, -2.064], [-2.680, 0.409, -1.440], [-1.769, 0.361, 2.098], [-1.887, 1.779, 1.040], [-3.094, 0.480, 0.916]],
  "forces_ev_per_a": [[-0.34, -0.31, 0.24], [0.01, -0.49, 0.33], [-2.95, 2.39, -0.73], [-0.24, 0.52, -0.17], [-0.22, -0.96, -0.46], [-0.23, -0.14, -0.93], [-0.53, 0.49, 0.77], [0.80, -0.05, -0.09], [-1.18, 0.92, -0.82], [4.70, -2.94, 1.35], [-0.42, 0.70, 0.07], [0.10, 0.13, -0.07], [0.06, -0.46, 0.34], [0.04, 0.24, 0.11], [0.09, 0.24, 0.08], [0.15, 0.00, 0.22], [0.01, 0.04, 0.19], [0.08, -0.10, -0.20], [0.04, -0.13, -0.10], [0.04, -0.09, -0.13]],
  "mulliken_charge": [-0.11, -0.28, -0.32, 0.56, -0.32, -0.34, -0.84, -0.32, -0.56, -0.31, 0.68, 0.52, 0.49, 0.25, 0.31, 0.25, 0.26, 0.34, 0.33, 0.41]
}